A:
Entry from the OMol25 dataset: a structure of composition C43H50N8O8SbSi3TeTl (ωB97M-V/def2-TZVPD).

Output
LUMO ... 3.81 eV
Charge ... -2
HOMO ... -2.9 eV
Orbital gap ... 6.698 eV

Each line ends with the Mulliken charge.
Positions of all 115 atoms, in Å:
H: -1.29 -3.60 1.14  0.288
C: 1.41 6.00 -0.74  -0.216
C: 2.97 -0.90 -4.80  -0.825
N: 3.60 -5.46 2.37  -0.713
C: -2.01 -1.04 3.00  0.132
O: -0.13 4.52 2.03  -0.494
C: -3.90 2.15 3.61  -0.722
H: -0.42 -2.34 -6.44  0.230
C: 2.63 -3.24 3.21  0.571
H: -2.36 -3.18 -5.38  0.221
C: -2.38 2.87 0.24  1.623
N: 0.16 5.34 1.19  1.052
Si: 0.81 -4.46 -3.11  0.482
O: 3.10 6.50 -3.79  -0.677
H: -2.62 -0.05 -4.45  0.349
C: 0.65 -2.11 -6.41  -1.147
H: 3.23 -0.23 -3.99  0.156
H: -2.67 -2.10 -0.60  -0.135
H: 0.64 -6.42 -1.57  0.427
H: 2.63 1.04 7.76  0.404
C: 2.75 1.46 5.06  -1.219
H: 0.91 -1.59 -7.34  0.401
H: -2.76 -3.74 -1.25  0.255
C: 2.08 5.70 -1.90  -1.005
Sb: 0.28 -2.00 -2.71  -1.189
N: -2.32 0.95 1.69  0.533
H: -1.50 -0.74 5.07  0.356
H: 3.00 -4.21 -4.30  0.259
H: 3.17 -3.19 0.72  0.215
C: 2.09 1.92 -2.07  -0.594
H: 1.20 7.02 -0.46  0.679
H: -3.97 3.82 2.26  0.443
H: 3.02 -5.60 -3.21  0.421
H: 0.15 -4.90 -5.51  0.241
H: -2.76 -4.34 -4.11  0.239
C: 2.69 -4.57 -3.32  -1.102
C: 0.17 1.64 3.89  0.699
C: -3.40 0.88 3.82  -0.702
C: -3.01 -2.69 -1.46  -0.575
H: 2.59 -1.63 0.35  -0.039
H: 3.20 -3.96 -2.57  0.320
C: -1.47 -1.42 4.23  -0.385
C: 0.38 0.68 -5.18  -0.364
H: 0.62 0.90 9.19  0.371
H: 0.01 0.68 3.39  -0.778
H: -1.22 2.03 -2.68  0.180
C: 0.34 -5.37 -1.52  -0.916
C: 0.98 4.97 0.08  -0.734
C: -2.62 0.31 2.82  0.350
H: 0.72 1.33 -4.37  -0.388
H: -0.74 -5.33 -1.34  0.267
H: -0.71 0.68 -5.20  0.220
C: 0.52 1.06 8.12  -0.545
H: 3.37 -0.48 -5.73  0.347
H: 3.54 2.05 5.53  0.566
H: -3.93 -3.10 -4.58  0.363
C: -1.56 4.06 -2.08  -0.835
H: -1.63 1.13 8.17  0.418
C: -0.74 1.18 7.55  -0.809
C: 2.43 -3.06 4.59  0.093
C: 2.29 -2.18 2.29  0.482
H: -1.83 1.49 5.72  0.373
H: -0.98 -5.67 -4.40  0.313
C: 1.54 1.35 5.95  0.345
O: -0.25 6.51 1.25  -0.730
H: 0.63 -6.36 -4.64  0.388
H: -4.04 -0.51 -3.50  0.479
H: 0.84 -4.91 -0.66  0.093
N: -2.00 2.10 -0.78  -0.173
C: 3.17 -4.45 2.75  -0.194
O: 1.77 -1.11 2.61  -0.236
C: -2.36 4.27 0.16  -1.430
H: -4.10 -2.61 -1.50  0.442
Si: 1.11 -1.03 -4.93  0.596
H: -3.63 0.32 4.72  0.636
H: 2.87 4.14 -3.18  0.666
C: 1.65 1.14 7.32  -0.717
H: -2.68 0.31 -2.72  -0.448
H: 3.44 -1.88 -4.64  0.242
H: -0.62 2.34 3.61  0.271
Tl: 0.14 0.14 0.28  1.582
N: 2.53 6.78 -2.74  1.057
O: 0.83 2.62 0.50  0.119
C: -1.34 -3.00 2.04  -0.111
H: 0.74 1.08 -6.13  0.460
C: -1.59 2.69 -1.90  0.327
H: -0.36 -2.93 5.26  0.606
C: -0.77 -3.46 3.22  -0.778
O: 3.14 1.72 -2.70  -0.832
H: -2.59 4.87 1.02  0.081
H: -4.52 2.63 4.36  0.395
N: -1.95 -1.82 1.92  -0.088
H: -0.24 -4.40 3.24  0.389
H: 3.12 0.47 4.81  0.250
H: 1.19 -3.06 -6.39  0.195
O: 2.33 7.94 -2.39  -0.691
N: 2.54 -2.45 0.95  -0.108
C: 2.32 4.37 -2.27  0.072
Si: -2.25 -2.12 -3.08  0.527
C: -0.85 1.38 6.18  -0.152
C: -2.95 -0.42 -3.48  -0.407
C: -3.59 2.82 2.44  -0.650
C: -0.84 -2.64 4.34  -0.893
C: -2.78 2.19 1.50  -0.202
C: 0.28 1.46 5.37  0.287
N: 2.26 -2.93 5.73  -0.842
H: -1.19 4.48 -3.00  0.400
C: 1.20 3.57 -0.23  0.330
C: -1.95 4.87 -1.02  -0.368
O: 1.16 1.08 -1.87  -0.193
C: 0.07 -5.42 -4.56  -1.135
C: 1.88 3.33 -1.51  0.462
C: -2.87 -3.30 -4.42  -1.050
H: -1.89 5.95 -1.09  0.328
Te: 2.05 2.42 3.27  0.176

B:
Entry from the OMol25 dataset: a structure of composition C43H50N8O8SbSi3TeTl (ωB97M-V/def2-TZVPD).

Output
LUMO ... 3.64 eV
Charge ... -2
HOMO ... -3.0 eV
Orbital gap ... 6.601 eV

Each line ends with the Mulliken charge.
Positions of all 115 atoms, in Å:
O: -1.83 0.19 -1.33  0.120
N: -2.26 0.28 1.72  -0.250
C: -3.55 5.92 -0.66  -1.067
H: -2.86 1.07 1.92  0.185
C: -2.37 -0.43 -2.31  -0.580
H: -0.80 -3.83 2.28  0.386
C: 4.26 -1.29 0.31  0.715
H: -2.85 6.33 -1.39  0.175
H: -4.56 6.02 -1.06  0.380
H: 1.04 -6.91 6.93  0.369
H: -0.01 0.29 -4.42  -0.051
H: 5.21 -5.04 -2.28  0.403
O: -5.21 -3.95 -4.47  -0.670
H: -4.81 3.08 -1.89  0.439
C: -1.04 0.28 2.32  0.198
C: 0.01 5.78 -2.60  -1.146
O: -0.15 -0.47 1.86  -0.119
C: -1.82 1.98 3.94  -0.134
C: -3.71 3.14 -1.83  -0.497
O: 0.27 -5.75 -1.87  -0.642
O: -0.24 -2.23 -1.14  -0.041
H: 5.20 -2.78 1.54  0.138
C: -0.51 2.83 -3.27  -0.275
C: -3.33 -4.00 -3.16  -0.981
H: 0.27 2.51 -3.97  0.375
Si: -3.22 4.10 -0.31  0.588
N: 3.07 -1.90 -1.69  0.226
C: 2.08 3.67 -1.89  -0.700
C: 1.61 -2.39 -3.55  1.291
O: -4.32 -5.87 -4.04  -0.696
C: 0.05 -4.35 4.19  0.436
C: 0.86 -3.39 -4.16  -0.545
C: 3.76 0.70 1.31  -0.032
H: -3.36 3.64 -2.74  0.228
H: -4.52 2.52 1.09  0.283
C: 4.90 -3.30 -1.07  -0.803
H: -2.33 -5.85 -2.67  0.577
C: -1.27 -2.71 -1.67  0.727
H: -1.15 -5.75 7.04  0.376
H: -0.96 1.94 -2.81  -0.396
N: -0.37 -4.97 -1.17  1.122
H: -0.99 7.42 0.37  0.301
H: -5.26 4.12 1.08  0.398
Te: 1.60 -2.66 2.38  0.235
C: -2.34 -4.78 -2.56  -0.339
C: 4.27 0.30 2.54  -0.570
Si: 0.06 5.51 1.60  0.589
H: -1.77 -4.12 5.29  0.457
C: 2.78 -2.73 -2.69  -0.114
H: -2.25 -0.02 0.75  0.045
C: -4.30 3.59 1.14  -1.194
H: 0.25 6.50 -1.81  0.208
C: 1.83 5.88 1.08  -0.956
H: -0.41 7.91 1.96  0.392
N: -4.34 -4.64 -3.93  0.998
H: 3.25 -4.71 3.26  0.518
C: 0.06 5.06 3.42  -1.018
H: -1.92 7.00 1.82  0.230
H: 5.74 -3.48 -0.41  0.481
H: 1.88 6.27 0.07  0.237
C: 1.63 -5.92 5.11  -0.673
H: 0.47 5.89 4.01  0.353
H: -3.86 3.80 2.11  0.303
O: -0.25 -4.88 0.04  -0.607
C: -0.25 -3.03 -4.92  -0.427
C: -0.47 -5.55 6.22  -0.536
H: 3.29 1.68 1.21  0.494
H: 2.02 -5.33 2.13  0.404
H: 2.45 4.98 1.13  0.168
H: -3.49 6.54 0.24  0.301
N: 1.31 -1.10 -3.67  -0.374
N: -2.67 2.66 4.34  -0.733
H: 0.68 5.97 -3.45  0.385
H: 1.08 -4.44 -3.99  0.048
C: -2.33 -1.96 -2.30  0.573
H: 4.17 0.93 3.41  0.366
C: 2.19 -4.66 2.98  -1.328
N: 1.59 1.40 4.34  -0.737
C: 3.52 -3.89 -2.92  -0.607
C: 4.08 -2.19 -0.88  0.273
Si: 0.23 3.99 -2.00  0.465
H: -1.47 -1.35 -5.53  0.280
C: 0.51 1.27 3.94  0.069
H: 2.29 2.69 -1.46  -0.093
H: -3.31 2.12 -1.85  -0.223
C: 1.29 -5.01 4.12  0.755
H: -0.95 4.84 3.77  0.272
H: 2.59 -6.42 5.06  0.402
C: -0.28 -3.36 3.11  -1.053
C: -3.31 -2.61 -3.02  -0.737
C: -0.57 -1.69 -5.03  -0.509
C: 4.83 -1.77 1.48  -0.776
H: -0.87 -2.52 3.47  0.477
Tl: 0.68 0.03 -0.72  1.065
H: 2.51 3.68 -2.90  0.382
H: 2.26 6.62 1.76  0.419
N: 3.76 -0.06 0.22  -0.265
H: -1.30 3.32 -3.84  0.417
H: -0.88 -3.79 -5.36  0.377
H: 3.27 -4.55 -3.74  0.441
C: -0.82 -4.63 5.24  -0.712
C: -0.91 7.11 1.41  -1.160
O: -2.94 0.11 -3.27  -0.771
C: -0.81 1.12 3.46  0.473
H: -1.01 5.95 -2.93  0.255
H: 0.67 4.17 3.61  0.181
C: 0.24 -0.77 -4.39  0.383
C: 4.84 -0.96 2.61  -0.394
Sb: -0.79 3.48 0.28  -0.443
H: -4.05 -2.00 -3.52  0.627
C: 0.76 -6.20 6.16  -0.496
H: 5.23 -1.34 3.55  0.338
C: -1.39 -4.14 -1.81  -0.584
H: 2.59 4.43 -1.29  0.256
C: 4.60 -4.16 -2.11  -0.772

It is A that is the least stable of them.